Record 1
{
  "formula": "C8H15N2PS",
  "method": "the ωB97M-V functional and the def2-TZVPD basis",
  "homo_ha": -0.2906,
  "total_charge": 0,
  "e_lumo_ev": 0.226,
  "energy_ev": -31639.5572,
  "orbital_gap_ha": 0.2989,
  "smiles": "C#C[C@H]1CSP(N(C)C)N(C)C1",
  "elements": ["C", "C", "C", "C", "C", "C", "C", "C", "N", "N", "P", "S", "H", "H", "H", "H", "H", "H", "H", "H", "H", "H", "H", "H", "H", "H", "H"],
  "coordinates": [[0.326, -2.679, -3.751], [0.078, -2.038, -2.771], [0.469, -0.255, -1.072], [-0.566, -2.465, -0.472], [-0.471, -1.446, -1.610], [-0.714, 1.821, -1.661], [1.468, 0.675, 2.056], [-0.330, 1.733, 3.423], [-0.357, 0.860, -0.570], [0.157, 1.359, 2.076], [-1.026, 1.153, 0.931], [-0.949, -1.444, 1.126], [0.871, -3.198, -4.549], [0.876, -0.651, -0.147], [1.137, 0.351, -1.766], [-1.339, -3.195, -0.592], [0.372, -2.897, -0.288], [-1.500, -1.074, -1.877], [-1.387, 2.527, -1.124], [0.177, 2.291, -2.160], [-1.087, 1.260, -2.439], [1.538, -0.225, 2.642], [1.733, 0.485, 1.048], [2.244, 1.441, 2.405], [0.332, 2.507, 3.812], [-1.385, 2.156, 3.220], [-0.665, 0.944, 4.110]],
  "lowdin_charge": [0.12, -0.16, -0.21, -0.44, -0.39, -0.12, -0.13, -0.16, -0.49, -0.48, 0.91, 0.44, 0.04, 0.03, 0.14, 0.06, 0.05, 0.16, 0.06, 0.09, 0.04, 0.07, 0.03, 0.11, 0.08, 0.07, 0.08]
}

---

Record 2
{
  "formula": "C8H15N2S",
  "method": "the ωB97M-V functional and the def2-TZVPD basis",
  "homo_ha": -0.4057,
  "total_charge": 1,
  "e_lumo_ev": -4.469,
  "energy_ev": -22342.0989,
  "orbital_gap_ha": 0.2414,
  "elements": ["C", "C", "C", "C", "C", "C", "C", "C", "N", "N", "S", "H", "H", "H", "H", "H", "H", "H", "H", "H", "H", "H", "H", "H", "H", "H"],
  "coordinates": [[2.975, -0.622, 0.178], [1.284, 1.720, -1.066], [0.526, 1.345, -0.045], [0.402, -0.091, 0.514], [-0.095, 2.485, 0.601], [-0.651, -2.131, 0.611], [-0.967, -0.903, -1.471], [-1.886, -0.085, 0.701], [1.745, -0.847, 0.407], [-0.816, -0.844, 0.004], [4.517, -0.439, 0.312], [1.170, 2.775, -1.304], [1.918, 1.073, -1.781], [0.548, 3.031, 1.149], [-0.452, 3.216, -0.108], [-0.771, 2.308, 1.385], [-1.517, -2.790, 0.649], [0.092, -2.728, 0.051], [-0.265, -1.990, 1.631], [-0.074, -1.437, -1.895], [-1.776, -1.599, -1.776], [-0.979, 0.057, -1.908], [-2.113, 0.870, 0.168], [-2.980, -0.600, 0.821], [-1.471, 0.143, 1.738], [1.638, -1.920, 0.434]],
  "lowdin_charge": [-0.66, 0.04, -0.34, -0.15, -0.09, -0.06, 0.02, -0.03, 0.04, -0.37, 0.92, 0.08, 0.10, 0.06, 0.10, 0.07, 0.12, 0.11, 0.13, 0.12, 0.12, 0.09, 0.11, 0.17, 0.13, 0.17]
}

---

Record 3
{
  "formula": "C8H15N4",
  "method": "the ωB97M-V functional and the def2-TZVPD basis",
  "homo_ha": [-0.3586, -0.4314],
  "total_charge": 1,
  "e_lumo_ev": [-5.198, -3.761],
  "energy_ev": -14487.4743,
  "orbital_gap_ha": [0.1676, 0.2932],
  "elements": ["C", "C", "C", "C", "C", "C", "C", "C", "N", "N", "N", "N", "H", "H", "H", "H", "H", "H", "H", "H", "H", "H", "H", "H", "H", "H", "H"],
  "coordinates": [[0.471, 2.172, -0.802], [-0.842, 2.118, -1.557], [-3.252, 1.038, 0.945], [0.704, 0.333, 0.816], [-1.843, 0.059, -0.502], [1.650, -0.982, -1.173], [2.037, -1.646, 1.321], [1.000, -1.037, 0.268], [0.746, 1.414, 0.195], [-2.532, 2.060, 0.181], [-2.600, -0.131, 0.574], [-1.808, 1.368, -0.673], [1.150, 3.069, -0.968], [-1.269, 3.127, -1.736], [-0.712, 1.586, -2.476], [-3.124, 1.234, 2.017], [-4.410, 1.251, 0.818], [0.561, 0.414, 1.871], [-1.236, -0.536, -1.251], [2.135, 0.033, -1.098], [1.035, -0.947, -2.097], [2.336, -1.908, -1.319], [2.841, -0.879, 1.439], [2.303, -2.686, 1.087], [1.333, -1.553, 2.195], [0.224, -1.750, 0.257], [-2.744, -1.141, 0.751]],
  "lowdin_charge": [-0.04, -0.04, -0.20, -0.11, -0.09, -0.05, -0.04, -0.39, 0.09, 0.12, 0.06, -0.16, 0.16, 0.15, 0.12, 0.12, 0.17, 0.14, 0.18, 0.08, 0.07, 0.12, 0.10, 0.09, 0.09, 0.10, 0.19]
}

---

Record 4
{
  "formula": "C8H15N4O2",
  "method": "the ωB97M-V functional and the def2-TZVPD basis",
  "homo_ha": [-0.3902, -0.5099],
  "total_charge": 1,
  "e_lumo_ev": [-3.033, -6.914],
  "energy_ev": -18577.6818,
  "orbital_gap_ha": [0.2787, 0.2558],
  "multiplicity": 3,
  "elements": ["C", "C", "C", "C", "C", "C", "C", "C", "N", "N", "N", "N", "O", "O", "H", "H", "H", "H", "H", "H", "H", "H", "H", "H", "H", "H", "H", "H", "H"],
  "coordinates": [[-3.360, -1.130, -0.555], [0.619, 0.044, -1.625], [2.050, -0.376, -1.868], [2.841, 0.307, 0.200], [1.379, 0.460, 0.804], [-4.692, -1.618, -0.671], [0.899, -0.963, 1.404], [1.322, 1.536, 1.882], [-1.530, 1.977, 0.272], [-2.239, -0.911, -0.403], [0.422, 0.756, -0.341], [-0.778, 1.200, -0.057], [-2.449, 2.477, 0.758], [2.744, -0.720, -0.742], [0.341, 0.741, -2.468], [-0.125, -0.885, -1.646], [1.944, -1.343, -2.379], [2.750, 0.253, -2.493], [3.164, 1.258, -0.361], [3.625, 0.119, 0.884], [-4.945, -2.122, -1.589], [-5.460, -0.731, -0.459], [-4.865, -2.382, 0.253], [-0.191, -0.761, 1.596], [1.552, -1.124, 2.269], [1.039, -1.742, 0.713], [0.751, 1.257, 2.741], [0.976, 2.635, 1.616], [2.216, 1.786, 2.265]],
  "lowdin_charge": [-0.27, -0.07, -0.22, -0.11, -0.36, -0.08, 0.04, -0.02, -0.07, 0.15, 0.06, 0.08, 0.21, -0.13, 0.16, 0.16, 0.14, 0.16, 0.16, 0.13, 0.07, 0.14, 0.15, 0.09, 0.11, 0.06, 0.08, 0.14, 0.04]
}

---

Record 5
{
  "formula": "C8H15NO",
  "method": "the ωB97M-V functional and the def2-TZVPD basis",
  "homo_ha": -0.3407,
  "total_charge": 0,
  "e_lumo_ev": 0.919,
  "energy_ev": -12075.5491,
  "orbital_gap_ha": 0.3745,
  "smiles": "C=C[C@@H](C)[C@@](N)(O)C(=C)C",
  "elements": ["C", "C", "C", "C", "C", "N", "C", "C", "C", "O", "H", "H", "H", "H", "H", "H", "H", "H", "H", "H", "H", "H", "H", "H", "H"],
  "coordinates": [[-0.318, 0.257, -0.585], [0.291, 0.751, 0.788], [0.850, -0.354, 1.691], [0.979, -1.945, -1.221], [0.691, -0.483, -1.476], [-1.537, -0.514, -0.448], [-0.614, 1.665, 1.617], [1.316, 0.110, -2.514], [-1.806, 1.352, 2.144], [-0.742, 1.416, -1.285], [-1.617, 1.580, -0.894], [1.145, 1.395, 0.523], [-1.359, -1.338, 0.116], [-1.799, -0.835, -1.378], [-0.222, 2.665, 1.797], [0.144, -1.180, 1.819], [1.783, -0.752, 1.283], [1.096, 0.032, 2.688], [1.410, -2.428, -2.105], [0.075, -2.509, -0.980], [1.695, -2.070, -0.406], [1.143, 1.155, -2.759], [2.019, -0.424, -3.146], [-2.364, 2.080, 2.725], [-2.259, 0.376, 2.006]],
  "lowdin_charge": [-0.54, -0.28, -0.06, -0.07, -0.27, 0.10, -0.14, 0.07, 0.01, -0.02, 0.10, 0.14, 0.07, 0.10, 0.10, 0.08, 0.07, 0.08, 0.08, 0.07, 0.07, 0.06, 0.06, 0.05, 0.05]
}

---

Record 6
{
  "formula": "C8H15NO",
  "method": "the ωB97M-V functional and the def2-TZVPD basis",
  "homo_ha": -0.3144,
  "total_charge": 0,
  "e_lumo_ev": 0.970,
  "energy_ev": -12072.9075,
  "orbital_gap_ha": 0.3500,
  "smiles": "CN1[C@H]2CC[C@H]1CC(O)C2",
  "elements": ["C", "C", "C", "C", "C", "C", "C", "C", "H", "H", "H", "H", "H", "H", "H", "H", "H", "H", "H", "H", "H", "H", "H", "N", "O"],
  "coordinates": [[-1.647, -1.148, -1.119], [-0.109, -0.593, 0.687], [-1.394, -0.115, 1.382], [-1.412, 1.251, 0.582], [-0.468, 1.004, -0.673], [1.143, 1.115, -0.575], [1.914, -0.288, -0.322], [1.175, -1.335, 0.619], [-1.505, -2.252, -1.015], [-1.842, -0.961, -2.178], [-2.580, -0.809, -0.612], [0.386, 0.339, 1.131], [-2.345, -0.672, 1.242], [-1.240, 0.072, 2.493], [-1.054, 2.110, 1.184], [-2.412, 1.546, 0.242], [-0.846, 1.479, -1.583], [1.525, 1.543, -1.499], [1.502, 1.835, 0.189], [2.149, -0.792, -1.284], [3.548, 0.754, -0.279], [1.095, -2.370, 0.219], [1.668, -1.312, 1.611], [-0.442, -0.436, -0.714], [3.190, 0.035, 0.271]],
  "lowdin_charge": [-0.06, -0.37, -0.13, -0.12, -0.25, -0.07, -0.31, -0.07, 0.11, 0.08, 0.08, 0.13, 0.09, 0.13, 0.11, 0.10, 0.14, 0.10, 0.11, 0.14, 0.09, 0.12, 0.12, -0.20, -0.07]
}

---

Quick rundown of energy above the lowest of the compared OMol25 structures with the same formula, charge and spin, same order as above: 0.4300; 6.1421; 5.1200; 3.6602; 1.9845; 4.6261 eV